Run i
22
Properties=species:S:1:pos:R:3:lowdin_charge:R:1 method="wB97M-V/def2-TZVPD" homo_energy_ev=-16.7 charge=+2 molar_mass_g_mol=147.247 e_lumo_ev=-8.73
C -0.108 -1.667 -0.289 -0.3843
C -1.376 1.126 -0.545 -0.0437
C -3.483 0.387 0.673 -0.0481
C 2.227 -0.030 -0.737 -0.0917
C -2.132 0.065 0.009 -0.4614
N 3.943 0.338 0.930 0.1602
N 0.282 -2.888 -0.509 0.0662
N 3.277 -0.369 0.162 0.0051
S -1.799 -1.608 0.261 1.1433
H -1.949 1.544 -1.353 0.1400
H -1.253 1.934 0.126 0.1225
H -0.360 0.918 -0.908 0.0722
H -3.399 0.114 1.698 0.0957
H -4.272 -0.115 0.155 0.1019
H -3.726 1.424 0.439 0.1092
H 1.241 -0.452 -0.363 0.0113
H 2.718 -0.646 -1.623 0.1665
H 2.084 1.030 -1.095 0.1112
H 3.963 1.467 1.009 0.2391
H 4.827 -0.054 1.416 0.2101
H 1.193 -3.021 -0.926 0.1235
H -0.389 -3.693 -0.590 0.1509


Run ii
22
Properties=species:S:1:pos:R:3:lowdin_charge:R:1 method="wB97M-V/def2-TZVPD" homo_energy_ev=-16.0 charge=+2 molar_mass_g_mol=147.247 e_lumo_ev=-6.51
C 0.844 -0.137 -1.814 -0.3158
C 0.861 -1.594 -1.380 -0.4331
C 2.170 0.067 -0.074 -0.5933
C -1.131 0.484 0.860 0.0538
C -2.253 -0.240 0.972 -0.0753
N 1.644 0.731 -1.058 0.0753
N 3.049 0.784 0.854 0.2491
N -3.632 0.421 0.793 0.2045
S 1.672 -1.627 0.229 0.9663
H 1.241 0.009 -2.903 0.1733
H -0.189 -2.079 -1.150 0.1127
H 1.512 -2.222 -2.166 0.1414
H -1.195 1.627 0.812 0.1274
H -0.206 0.124 1.005 -0.0264
H -0.234 0.136 -1.806 0.1157
H -2.165 -1.301 1.089 0.1185
H 2.700 0.940 1.768 0.1555
H 3.229 1.651 0.469 0.1365
H 3.998 0.267 1.108 0.2530
H -3.875 0.639 -0.152 0.1532
H -3.605 1.383 1.222 0.1881
H -4.437 -0.064 1.322 0.2198


Run iii
22
Properties=species:S:1:pos:R:3:lowdin_charge:R:1 method="wB97M-V/def2-TZVPD" homo_energy_ev=-17.5 charge=+2 molar_mass_g_mol=147.247 e_lumo_ev=-9.70
C -0.082 -1.268 0.081 -0.5184
C -0.331 1.646 -1.178 -0.0525
C -2.505 2.039 0.038 -0.0891
C 2.130 -1.922 0.704 0.0105
C -1.405 1.329 -0.335 -0.5483
N 1.551 0.419 0.757 0.1482
N -0.263 -2.436 -0.410 0.2003
N 1.133 -0.923 0.523 -0.1804
S -1.529 -0.228 0.397 1.2597
H -0.528 2.255 -2.121 0.1704
H 0.321 2.348 -0.633 0.1459
H 0.235 0.783 -1.565 0.1046
H -3.173 2.155 -0.777 0.1383
H -2.255 3.186 0.154 0.2064
H -3.137 1.615 0.841 0.1188
H 2.754 -1.980 -0.289 0.1724
H 1.659 -2.845 0.855 0.0696
H 2.758 -1.625 1.603 0.1500
H 2.469 0.518 1.030 0.0911
H 0.892 0.832 1.389 0.1030
H 0.480 -3.146 -0.366 0.1503
H -1.174 -2.753 -0.700 0.1491


run ii comes first in stability; the runner-up is 110.7 kJ/mol higher.


Run i
16
Properties=species:S:1:pos:R:3:lowdin_charge:R:1 method="wB97M-V/def2-TZVPD" homo_energy_ev=-9.7 smiles="[H]/N=C/N.CC(N)=O" charge=0 molar_mass_g_mol=103.125 e_lumo_ev=0.84
H 2.693 2.334 -0.017 0.0281
N 1.763 1.970 -0.205 0.0464
C 0.972 2.342 0.714 -0.4086
N -0.368 2.078 0.681 0.0723
H 1.278 2.922 1.590 0.1145
H -0.688 1.404 0.001 0.0780
H -0.849 1.947 1.557 0.0870
C -0.977 -1.994 -1.435 -0.0096
C -0.884 -1.594 0.021 -0.6115
N 0.391 -1.431 0.494 0.1459
O -1.857 -1.467 0.734 0.0315
H -0.006 -2.164 -1.891 0.0710
H -1.516 -1.248 -2.015 0.0841
H -1.542 -2.919 -1.486 0.0832
H 1.120 -1.173 -0.152 0.0880
H 0.471 -1.008 1.408 0.0997


Run ii
16
Properties=species:S:1:pos:R:3:lowdin_charge:R:1 method="wB97M-V/def2-TZVPD" homo_energy_ev=-9.2 smiles="NCNCC(N)=O" charge=0 molar_mass_g_mol=103.125 e_lumo_ev=0.73
N -0.083 -0.757 -2.844 0.0388
C -0.623 -0.980 -1.472 -0.3353
N -0.466 0.184 -0.734 -0.0851
C 0.690 0.194 0.057 -0.1847
C 0.374 0.565 1.441 -0.4652
N -0.839 0.127 1.973 0.1138
O 1.230 1.148 2.217 -0.0213
H -0.695 -0.281 -3.424 0.0356
H 0.118 -1.641 -3.178 0.0261
H -1.782 -1.181 -1.464 0.1230
H -0.217 -2.026 -1.134 0.1493
H -0.575 0.902 -1.359 0.0932
H 1.367 -0.757 0.103 0.1801
H 1.248 0.942 -0.399 0.1058
H -0.683 -0.423 2.868 0.1339
H -1.556 -0.264 1.334 0.0919


run i comes first in stability; the runner-up is 202.6 kJ/mol higher.


Run i
16
Properties=species:S:1:pos:R:3:lowdin_charge:R:1 method="wB97M-V/def2-TZVPD" homo_energy_ev=-8.9 charge=0 molar_mass_g_mol=103.125 e_lumo_ev=0.75
C -1.231 -1.709 -0.092 -0.1533
N -1.105 -0.247 -0.150 0.0030
C 0.108 0.222 -0.061 -0.3749
C 1.385 -0.501 0.312 -0.2314
O 2.470 0.125 -0.211 -0.0435
N 0.224 1.577 -0.055 -0.0527
N -0.969 2.367 0.078 0.0250
H -0.865 -2.104 0.877 0.0811
H -0.803 -2.271 -0.897 0.0629
H -2.303 -1.870 -0.063 0.0618
H 1.584 -0.511 1.384 0.1389
H 1.232 -1.552 -0.105 0.1281
H 2.261 0.477 -1.088 0.1066
H 1.058 1.993 0.281 0.1151
H -1.618 1.735 0.598 0.0761
H -1.429 2.269 -0.807 0.0571


Run ii
16
Properties=species:S:1:pos:R:3:lowdin_charge:R:1 method="wB97M-V/def2-TZVPD" homo_energy_ev=-9.3 smiles="[H]/N=C/C(N)N.C=O" charge=0 molar_mass_g_mol=103.125 e_lumo_ev=0.61
H -2.219 -2.833 0.204 0.0504
N -1.745 -2.121 -0.347 0.0970
C -0.948 -1.382 0.279 -0.2035
C -0.225 -0.271 -0.449 -0.5128
N -0.258 -0.368 -1.891 0.0397
N 1.163 -0.242 -0.029 0.0462
H -0.726 -1.441 1.353 0.1138
H -0.768 0.664 -0.171 0.1172
H 0.296 -1.179 -2.168 0.0770
H -1.216 -0.549 -2.181 0.0662
H 1.250 -0.018 0.955 0.0474
H 1.666 0.439 -0.585 0.0732
C 0.935 2.316 1.252 -0.1698
O -0.245 2.289 1.042 -0.0178
H 1.659 2.736 0.538 0.0884
H 1.380 1.958 2.196 0.0873


run ii comes first in stability; the runner-up is 23.6 kJ/mol higher.


Run i
10
Properties=species:S:1:pos:R:3:lowdin_charge:R:1 method="wB97M-V/def2-TZVPD" homo_energy_ev=-10.7 charge=0 molar_mass_g_mol=121.117 e_lumo_ev=-0.95
C -0.746 0.734 0.315 -0.6477
C 1.116 -0.622 0.931 -0.0280
N -0.571 -0.427 -2.976 -0.3696
O -1.041 1.080 1.418 0.1526
O -1.546 1.040 -0.744 -0.3136
O 0.304 -0.010 -0.088 -0.0639
S -1.475 0.529 -2.397 0.9712
H 1.754 -1.386 0.355 0.1304
H 0.414 -0.924 1.730 0.1034
H 1.790 -0.014 1.456 0.0652


Run ii
10
Properties=species:S:1:pos:R:3:lowdin_charge:R:1 method="wB97M-V/def2-TZVPD" homo_energy_ev=-10.1 smiles="C=S(=O)=O.N=C=O" charge=0 molar_mass_g_mol=121.117 e_lumo_ev=-0.12
C -0.876 -0.198 -0.683 -0.2024
S 0.565 -0.731 -1.249 0.7302
O 1.503 0.233 -1.727 -0.2803
O 0.914 -2.100 -1.061 -0.2773
H -1.606 -0.965 -0.524 0.0423
H -1.195 0.747 -1.071 0.0425
N -0.163 1.221 1.979 0.2234
C 0.528 0.435 1.416 -0.4656
O 1.387 -0.271 1.079 0.1018
H -1.058 1.630 1.842 0.0854


Run iii
10
Properties=species:S:1:pos:R:3:lowdin_charge:R:1 method="wB97M-V/def2-TZVPD" homo_energy_ev=-9.5 charge=0 molar_mass_g_mol=121.117 e_lumo_ev=-1.66
C -0.923 -0.031 0.091 -0.6854
C 0.008 -1.280 0.053 -0.3909
H 1.645 2.644 -0.176 0.3352
H -1.122 1.885 0.041 0.0864
H 1.511 -2.169 -0.326 0.1388
N -0.353 1.281 -0.211 -0.1424
O 0.730 1.545 0.589 -0.1953
O 1.299 -1.217 -0.610 0.0284
O -0.285 -2.377 0.648 0.0144
S -2.510 -0.282 -0.099 0.8109


run i comes first in stability; the runner-up is 43.1 kJ/mol higher.


Run i
10
Properties=species:S:1:pos:R:3:lowdin_charge:R:1 method="wB97M-V/def2-TZVPD" homo_energy_ev=-11.8 smiles="O=S(=O)=O.CC#N" charge=0 molar_mass_g_mol=121.117 e_lumo_ev=-0.28
O 2.755 1.090 0.033 -0.2776
S 3.938 0.245 -0.072 0.6676
O 4.197 -0.764 0.855 -0.2438
O 4.879 0.557 -1.112 -0.2448
C -0.332 -0.512 0.154 -0.0829
C 0.947 -1.124 0.049 -0.2619
N 1.986 -1.619 -0.035 0.1374
H -0.604 0.076 1.065 0.0977
H -1.255 -1.088 -0.027 0.0872
H -0.364 0.356 -0.616 0.1210


Run ii
10
Properties=species:S:1:pos:R:3:lowdin_charge:R:1 method="wB97M-V/def2-TZVPD" homo_energy_ev=-11.0 charge=0 molar_mass_g_mol=121.117 e_lumo_ev=0.15
C 0.775 1.078 -0.317 -0.2005
C 1.035 -0.041 0.492 -0.0215
N 0.600 1.938 -1.019 0.1520
O 2.275 2.605 -2.968 -0.2573
O 1.184 4.474 -1.592 -0.2869
O 3.010 3.032 -0.747 -0.2861
S 2.051 3.307 -1.767 0.5552
H 1.136 -1.015 0.009 0.1025
H 0.257 0.003 1.290 0.1151
H 2.055 0.214 0.905 0.1275


run ii comes first in stability; the runner-up is 28.0 kJ/mol higher.


Run i
10
Properties=species:S:1:pos:R:3:lowdin_charge:R:1 method="wB97M-V/def2-TZVPD" homo_energy_ev=-9.7 smiles="C1=NCCO1" charge=0 molar_mass_g_mol=71.079 e_lumo_ev=1.02
C 1.348 0.441 0.235 -0.2511
N 0.398 1.176 0.629 0.0585
C -0.819 0.532 0.112 -0.1922
C -0.352 -0.877 -0.282 -0.1477
O 1.079 -0.717 -0.411 -0.0563
H 2.404 0.666 0.343 0.1319
H -1.622 0.531 0.854 0.1083
H -1.157 1.114 -0.755 0.1122
H -0.736 -1.251 -1.233 0.1173
H -0.542 -1.614 0.508 0.1192


Run ii
10
Properties=species:S:1:pos:R:3:lowdin_charge:R:1 method="wB97M-V/def2-TZVPD" homo_energy_ev=-10.3 smiles="C1=NC1.C=O" charge=0 molar_mass_g_mol=71.079 e_lumo_ev=0.60
C -0.037 1.450 0.347 -0.1863
N -0.994 2.243 0.188 0.1021
C -1.169 0.803 -0.278 -0.1798
H 0.971 1.457 0.745 0.1030
H -1.841 0.175 0.305 0.0794
H -1.190 0.635 -1.353 0.0816
C 1.071 -1.688 0.014 -0.1545
O -0.020 -2.110 -0.269 -0.0093
H 1.615 -0.980 -0.641 0.0807
H 1.594 -1.985 0.942 0.0830


run i comes first in stability; the runner-up is 258.3 kJ/mol higher.


Run i
10
Properties=species:S:1:pos:R:3:lowdin_charge:R:1 method="wB97M-V/def2-TZVPD" homo_energy_ev=-9.8 smiles="O=C1CCN1" charge=0 molar_mass_g_mol=71.079 e_lumo_ev=1.00
O 2.136 0.262 0.213 0.0822
C 0.984 0.151 -0.107 -0.5844
C -0.255 0.984 0.242 -0.1047
C -1.069 -0.292 0.107 0.0061
N 0.380 -0.922 -0.700 0.0667
H -0.139 1.404 1.248 0.1185
H -0.499 1.779 -0.464 0.1109
H -1.245 -0.795 1.065 0.0968
H -1.109 -0.731 -0.909 0.0888
H 0.817 -1.841 -0.694 0.1191


Run ii
10
Properties=species:S:1:pos:R:3:lowdin_charge:R:1 method="wB97M-V/def2-TZVPD" homo_energy_ev=-10.6 smiles=COCC#N charge=0 molar_mass_g_mol=71.079 e_lumo_ev=0.83
C 0.882 -0.656 0.565 -0.1037
O 0.782 0.757 0.358 -0.1523
C -0.301 1.023 -0.487 -0.1949
C -1.236 -0.124 -0.385 -0.2233
N -1.950 -1.022 -0.236 0.1611
H 1.216 -0.806 1.582 0.0901
H 1.579 -1.060 -0.173 0.0963
H -0.125 -1.187 0.469 0.0635
H -0.011 1.159 -1.538 0.1315
H -0.837 1.917 -0.155 0.1318


run ii comes first in stability; the runner-up is 102.0 kJ/mol higher.